Entry 1:
The following is a quantum chemistry calculation of a structure of composition C33H28BrIN5O2RuSSi, from the Open Molecules 2025 dataset.

```
73
Properties=species:S:1:pos:R:3:forces:R:3:mulliken_charge:R:1
Ru -1.88805 -0.89474 -0.85244 0.41 0.19 -0.15 -0.423
N 7.97129 -0.63943 -1.15441 0.00 -0.07 -0.07 -0.569
C 6.60091 -0.66114 -0.91992 0.01 0.03 0.02 0.910
C 5.74242 0.17361 -1.63835 0.01 -0.01 0.01 -0.820
C 4.38705 0.19912 -1.35697 -0.02 0.02 -0.01 -0.008
C 3.87975 -0.60793 -0.35534 0.07 -0.01 0.02 -1.052
C 4.70984 -1.44966 0.36251 -0.02 -0.01 0.01 -0.242
C 6.06399 -1.47119 0.08399 0.02 0.00 -0.01 -0.681
S 1.58846 -1.53800 -0.97281 0.02 -0.05 0.02 0.283
O 2.51587 -0.55531 -0.03609 -0.02 0.00 -0.02 0.537
O 1.82440 -2.91841 -0.58698 0.00 0.02 -0.02 -0.531
N 0.17067 -1.01494 -0.26738 -0.09 0.10 -0.08 0.095
C -0.13274 -1.11897 1.02289 -0.07 -0.03 0.09 0.536
N 0.61147 -1.55382 2.04275 0.02 0.03 -0.06 -0.542
C 0.03125 -1.53817 3.22459 0.00 -0.03 0.04 -0.601
C -1.29222 -1.12643 3.45555 -0.01 0.00 0.01 -0.819
C -2.02678 -0.74213 2.36595 -0.10 -0.01 0.00 -0.904
N -1.44931 -0.72693 1.15256 0.10 0.06 0.19 0.460
H 8.24760 -0.33038 -2.07335 0.00 0.01 0.05 0.234
H 8.46992 -1.46800 -0.86977 -0.01 0.04 0.01 0.233
H 6.14299 0.81127 -2.41671 0.01 0.00 0.00 0.303
H 3.72109 0.85012 -1.90912 -0.01 0.01 0.00 0.445
H 4.28496 -2.08232 1.12985 0.00 0.00 0.01 0.444
H 6.71803 -2.12296 0.64990 0.00 0.00 0.00 0.306
H 0.64072 -1.88323 4.05320 0.00 0.00 0.01 0.546
H -1.72079 -1.12792 4.44550 0.00 -0.01 0.01 0.503
H -3.06341 -0.43489 2.41790 0.00 0.00 0.00 0.565
C -2.13059 1.84269 -4.53107 -0.01 0.00 -0.04 -0.623
C -0.92099 1.33370 -4.06953 0.01 0.01 0.00 -1.029
C -0.77848 1.03081 -2.73082 -0.02 -0.03 0.11 0.021
C -1.85723 1.20059 -1.82981 0.06 0.00 -0.20 1.036
C -3.07097 1.71774 -2.33429 0.01 -0.01 0.07 -0.565
C -3.19992 2.04602 -3.66832 -0.01 0.00 0.02 -0.793
Si -1.57714 1.39115 0.01441 -0.06 -0.50 -0.02 2.061
C -2.90725 2.12390 1.04904 0.01 0.08 -0.02 0.761
C -4.22761 1.65980 1.08485 -0.02 0.01 -0.01 0.145
C -5.17059 2.28724 1.88125 -0.01 0.00 0.00 -1.018
C -4.81335 3.38954 2.64841 0.00 0.00 0.01 -0.568
C -3.51176 3.86653 2.61937 0.00 -0.01 0.00 -0.737
C -2.56253 3.23787 1.82699 -0.01 -0.02 -0.01 -0.618
C 0.10757 1.93409 0.52190 0.04 0.07 -0.05 0.363
C 0.52642 1.72435 1.84056 0.00 0.01 -0.02 -0.171
C 1.80184 2.07965 2.24489 -0.01 0.00 0.00 -0.944
C 2.66989 2.68170 1.34511 0.01 0.00 -0.01 -0.632
C 2.25415 2.94302 0.04838 0.01 0.01 0.00 -0.717
C 0.98472 2.56818 -0.36368 -0.02 -0.01 0.05 -0.261
H -2.23963 2.08480 -5.58053 0.00 0.00 -0.01 0.420
H -0.09592 1.18230 -4.75193 0.00 -0.01 -0.01 0.519
H 0.16458 0.64355 -2.36436 0.00 0.01 0.01 0.392
H -3.90827 1.86224 -1.66546 -0.02 -0.02 0.00 0.345
H -4.13567 2.43815 -4.04084 0.00 0.01 -0.01 0.494
H -4.52140 0.80416 0.48801 0.01 0.00 0.02 -0.183
H -6.18753 1.91843 1.89945 -0.01 0.00 0.00 0.472
H -5.55351 3.87857 3.26795 0.00 0.00 0.00 0.391
H -3.23393 4.72745 3.21231 0.00 0.00 0.00 0.440
H -1.54933 3.62012 1.81180 0.00 0.00 0.01 0.388
H -0.14798 1.27410 2.56234 0.02 0.03 0.00 0.507
H 2.11910 1.88943 3.26146 0.00 0.00 0.01 0.442
H 3.66817 2.95751 1.65784 0.00 0.00 0.00 0.432
H 2.92125 3.44047 -0.64334 0.00 -0.01 -0.01 0.469
H 0.67456 2.79247 -1.37557 -0.01 -0.02 -0.05 0.518
Br -1.00519 -2.69118 -3.09401 -0.12 0.17 0.04 -0.039
C -1.33811 -3.66883 -1.51679 0.01 -0.05 0.00 0.373
C -1.12096 -5.02939 -1.46542 0.00 0.02 -0.01 -0.718
C -1.45136 -5.68343 -0.29224 -0.01 0.01 0.02 -0.295
C -2.00472 -4.96029 0.75470 0.00 -0.01 -0.01 -0.946
C -2.18138 -3.60134 0.60883 0.00 -0.02 -0.01 -0.347
N -1.82233 -2.95465 -0.50803 -0.09 0.02 0.04 0.389
H -0.70858 -5.54559 -2.31865 0.00 -0.01 -0.01 0.459
H -1.29223 -6.74932 -0.20433 0.00 0.00 0.00 0.408
H -2.30513 -5.44009 1.67419 0.00 -0.01 0.00 0.462
H -2.63419 -3.00323 1.38515 0.01 -0.01 -0.01 0.550
I -4.47589 -1.27218 -1.35771 -0.10 0.00 0.01 -0.264
```
Positions in Å, forces in eV/Å.

## Properties
HOMO level: -9.916 eV
Kohn-Sham gap: 0.223 hartree
Total charge: +1
Energy relative to the best compared isomer or geometry (same formula, charge and spin): 2.9 kJ/mol



Entry 2:
The following is a quantum chemistry calculation of the ion C8H12N3OS with charge +1 in a non-equilibrium geometry, from the Open Molecules 2025 dataset.

```
25
Properties=species:S:1:pos:R:3:forces:R:3:mulliken_charge:R:1
C 2.95541 1.32832 -1.00354 -0.71 -2.21 1.98 -0.712
C 3.60866 0.31143 -0.41974 -0.75 -0.34 0.46 -0.284
C 1.23560 0.35987 0.08750 2.55 -1.71 1.15 -0.641
C -0.28010 -1.48767 -0.42643 1.49 1.88 3.27 0.259
C -2.34701 -0.45309 -1.20630 1.39 2.16 -1.64 -0.502
C -2.38576 0.46829 -0.00582 0.96 1.39 -0.89 -0.693
C -0.07713 0.00740 0.59006 1.15 -2.54 -0.98 1.528
C 0.04837 -0.52222 2.06035 -2.79 0.51 -0.48 -1.381
N 1.64006 1.36112 -0.67102 -1.99 -1.61 1.23 -0.063
N -1.44114 -1.60283 -0.97355 -2.21 0.04 -0.55 -0.105
N -1.03277 0.97911 0.29432 -1.76 1.54 -1.11 -0.554
O 0.57822 -2.31201 -0.27899 -0.10 -0.34 -0.45 -0.576
S 2.55977 -0.72736 0.50770 -0.22 2.26 -1.18 0.124
H 3.30726 2.05567 -1.57135 1.77 3.05 -2.43 0.574
H 4.65129 0.15062 -0.42639 0.84 -0.24 -0.26 0.489
H -3.41531 -0.65239 -1.31582 0.49 -0.94 -0.91 0.412
H -1.81694 0.15252 -2.11666 -1.98 -1.34 1.85 0.235
H -3.11748 1.34240 -0.03803 1.07 -1.17 -0.65 0.394
H -2.66835 -0.07817 0.82466 -1.07 -1.52 1.79 0.445
H -0.67407 0.18833 2.55874 0.43 -1.24 0.08 0.318
H 0.98611 -0.30075 2.54850 0.32 -0.54 -0.14 0.538
H -0.32683 -1.59042 2.06790 0.76 1.32 0.68 0.264
H -1.58971 -2.55982 -1.26113 -0.70 0.08 -0.55 0.306
H 0.84162 1.94439 -0.84993 0.16 1.17 -0.91 0.281
H -1.23977 1.63725 1.02496 0.89 0.35 0.61 0.345
```
Positions in Å, forces in eV/Å.

## Properties
HOMO level: -13.156 eV
Kohn-Sham gap: 0.355 hartree
Total charge: +1
Energy relative to the best compared isomer or geometry (same formula, charge and spin): 15.9 kJ/mol



Entry 3:
The following is a quantum chemistry calculation of a structure of composition C22H25GeN3O4Pt in a non-equilibrium geometry, from the Open Molecules 2025 dataset.

```
56
Properties=species:S:1:pos:R:3:forces:R:3:mulliken_spin:R:1
Pt -0.04346 0.80739 2.60801 -0.28 0.34 0.08 0.589
C -0.53634 -0.02522 -5.44879 -0.17 0.18 0.05 0.005
O 0.24353 -1.19478 -5.53353 0.20 -0.36 0.03 0.031
C 0.20620 -2.09491 -4.51778 0.03 -0.12 0.12 0.166
C 1.14192 -3.13904 -4.59959 -0.19 0.26 -0.10 -0.086
C 1.22931 -4.08548 -3.61592 -0.06 0.06 0.16 0.137
C 0.38989 -4.02012 -2.48408 -0.93 0.83 -0.54 -0.009
C -0.58769 -2.99856 -2.43687 0.21 -0.44 0.14 0.187
C -0.67389 -2.05454 -3.43330 0.04 0.37 -0.43 -0.076
N 0.58633 -4.89123 -1.48474 1.73 -0.80 0.19 0.558
N -0.02303 -4.92823 -0.37523 -1.40 -0.47 0.05 0.525
C -0.06884 -4.05228 0.60447 0.39 0.40 0.29 -0.011
C -0.99480 -4.25014 1.66032 0.05 -0.06 -0.20 0.211
C -1.30588 -3.25542 2.54925 0.15 0.63 0.10 -0.104
C -0.70890 -1.97652 2.45866 0.27 -1.01 -0.81 0.244
O -1.02276 -0.97532 3.20946 0.24 1.50 0.72 0.236
C 0.30174 -1.78755 1.47515 -0.06 -0.37 -0.05 0.017
N 0.85908 -0.53942 1.42198 0.41 -0.45 -0.63 0.065
C 1.87009 -0.33584 0.58247 -0.06 0.30 0.17 -0.044
C 2.40679 -1.34361 -0.19973 -0.14 -0.51 -0.03 0.110
C 1.82247 -2.60201 -0.19604 0.33 0.52 0.00 -0.021
C 0.71103 -2.82933 0.60589 -0.27 0.21 0.29 0.029
H -0.23831 0.59004 -6.29732 -0.07 -0.03 0.10 0.000
H -0.33602 0.51520 -4.51854 -0.03 0.00 -0.03 -0.002
H -1.60672 -0.24415 -5.52097 0.06 -0.01 0.03 0.001
H 1.79018 -3.16449 -5.45906 0.14 -0.03 -0.13 -0.003
H 1.96279 -4.87248 -3.67559 0.09 -0.15 0.02 -0.002
H -1.27669 -2.96064 -1.60474 -0.01 -0.01 0.05 0.009
H -1.43002 -1.28753 -3.36469 -0.04 0.09 -0.02 -0.004
H -1.50811 -5.19830 1.70033 -0.04 -0.09 -0.02 -0.001
H -2.05240 -3.41327 3.31092 -0.07 -0.02 0.12 -0.008
H 2.26246 0.67279 0.54637 -0.02 -0.05 0.03 -0.040
H 3.26207 -1.13987 -0.81925 0.12 0.09 -0.09 0.006
H 2.24077 -3.39661 -0.79356 -0.04 -0.01 -0.07 0.003
C -0.37452 5.05033 2.82430 0.33 -0.60 -0.25 0.048
Ge 0.66789 3.93846 1.54842 -0.49 1.09 -0.59 0.064
C 2.29753 4.99602 1.05395 -0.47 -0.52 0.18 0.041
C -0.46556 3.58100 -0.05529 0.33 0.09 0.46 0.026
C 1.29816 2.19713 2.14867 -0.03 -0.79 0.69 1.065
H -0.39585 6.07020 2.45380 0.07 0.15 -0.18 0.003
H 0.08534 5.04653 3.80632 0.05 -0.04 0.14 0.000
H -1.39327 4.69339 2.93051 -0.06 -0.05 0.03 -0.003
H 1.98941 5.93339 0.60016 -0.13 0.10 -0.05 0.005
H 2.93365 4.46856 0.35133 0.07 -0.12 -0.11 -0.004
H 2.87853 5.22573 1.94184 0.05 0.00 0.15 -0.003
H -1.07913 4.44459 -0.29195 -0.08 0.15 0.01 0.001
H -1.12306 2.73671 0.14182 -0.08 -0.06 0.05 -0.005
H 0.13679 3.34362 -0.92662 0.15 -0.06 -0.09 -0.003
H 2.32562 2.09737 2.48141 0.12 -0.03 -0.01 -0.026
C -3.03801 1.42966 2.81960 0.13 0.37 0.19 -0.004
C -2.21524 2.31565 3.76617 -2.11 -0.07 -0.46 0.007
O -2.76064 3.16657 4.43708 0.29 -0.02 0.04 0.013
O -0.94605 2.09263 3.80316 1.46 -0.22 0.24 0.057
H -4.01420 1.87911 2.66292 0.00 0.02 0.01 -0.001
H -3.16045 0.45326 3.28624 0.04 -0.08 -0.10 -0.001
H -2.51972 1.31151 1.86218 -0.20 -0.09 0.06 0.001
```
Positions in Å, forces in eV/Å.

## Properties
HOMO level (alpha / beta): -6.879 / -8.714 eV
Kohn-Sham gap (alpha / beta): 0.227 / 0.204 hartree
Energy relative to the best compared isomer or geometry (same formula, charge and spin): 79.2 kJ/mol
Multiplicity: 5



Entry 4:
The following is a quantum chemistry calculation of a structure of composition C33H50AuGeN3O5Si3 in a non-equilibrium geometry, from the Open Molecules 2025 dataset.

```
96
Properties=species:S:1:pos:R:3:forces:R:3:mulliken_spin:R:1
Au 1.38530 -0.61474 0.67936 1.03 0.05 -0.90 0.111
C 5.12563 -2.09435 3.34490 0.01 -0.04 -0.03 -0.001
C 4.60820 -1.80803 4.59904 0.02 0.02 0.08 0.001
C 3.29877 -1.38491 4.71262 0.04 -0.02 0.01 -0.001
C 2.51100 -1.25605 3.56878 -0.28 0.02 -0.08 0.003
N 3.03183 -1.49995 2.35733 -0.06 0.09 0.05 -0.008
C 4.29664 -1.91432 2.25676 -0.07 0.01 -0.04 -0.001
C 1.06466 -0.86117 3.62982 0.06 -0.01 0.08 0.012
C 0.40104 -0.83842 4.85856 0.03 -0.02 0.06 0.000
C -0.93819 -0.49364 4.94241 0.03 -0.03 -0.05 0.004
C -1.63605 -0.17822 3.78620 -0.08 0.06 0.01 -0.004
C -0.98614 -0.20690 2.55943 0.11 0.04 0.10 -0.012
C 0.36440 -0.54120 2.45520 -0.16 -0.11 0.34 -0.021
H 6.14098 -2.44151 3.21266 -0.02 0.01 -0.01 0.000
H 5.22218 -1.91210 5.48442 0.00 0.00 -0.01 0.000
H 2.89635 -1.14927 5.68584 0.01 0.00 -0.02 0.000
H 4.66061 -2.11040 1.25300 -0.01 0.03 0.08 0.000
H 0.91615 -1.11164 5.77075 -0.03 0.02 -0.03 0.000
H -1.43377 -0.48516 5.90456 0.00 0.00 -0.02 0.000
H -2.68700 0.08364 3.83976 0.02 -0.01 0.00 0.000
H -1.54616 0.02321 1.66052 0.01 0.07 0.03 -0.002
C -0.49933 1.31335 -4.28680 -0.20 0.22 0.12 0.014
Si -0.02573 -0.41597 -3.82260 0.50 -0.03 -0.65 0.048
C -1.26134 -1.67710 -4.38866 -0.27 -0.14 0.07 0.004
C 1.59036 -0.83847 -4.70763 0.16 -0.07 0.04 0.009
Ge 0.42099 -0.63353 -1.47676 -0.76 0.20 0.17 0.229
Si 0.47354 -3.43122 -1.27335 0.07 0.21 0.14 0.416
C 0.85704 -3.82079 0.48911 0.03 -0.11 0.24 0.047
C -1.19268 -4.06899 -1.72587 -0.29 -0.03 -0.05 0.066
C 1.82167 -3.91031 -2.43848 0.11 -0.17 -0.27 0.087
Si 3.16800 0.26048 -1.18127 -0.75 -0.55 1.18 0.069
C 3.14322 1.46179 -2.57944 -0.15 0.06 -0.33 0.015
C 3.74857 1.11330 0.37263 0.40 0.47 -0.02 0.018
C 4.21249 -1.21482 -1.54334 0.57 0.04 -0.03 0.012
H -0.30932 1.44143 -5.35670 -0.04 -0.01 0.04 0.001
H 0.09714 2.04367 -3.73986 -0.01 0.02 -0.07 -0.002
H -1.55415 1.51463 -4.09064 0.04 0.00 0.02 -0.001
H -1.49857 -1.45067 -5.43325 0.01 0.01 0.03 -0.002
H -2.19800 -1.68140 -3.82833 0.04 0.00 -0.02 0.001
H -0.81933 -2.67453 -4.36796 -0.05 0.00 -0.03 0.002
H 1.40430 -1.51789 -5.54575 -0.09 0.05 0.07 0.002
H 2.31936 -1.33559 -4.06254 0.01 0.02 -0.04 -0.003
H 2.06519 0.05285 -5.12500 -0.04 -0.03 0.08 0.000
H 0.24996 -3.22526 1.17302 0.00 -0.04 0.01 -0.007
H 1.90792 -3.65275 0.73033 -0.03 0.00 0.03 -0.006
H 0.61971 -4.87789 0.66343 0.06 0.03 -0.02 0.012
H -1.90772 -3.79972 -0.94665 -0.01 -0.08 -0.03 -0.016
H -1.11411 -5.16214 -1.76810 -0.05 0.04 0.00 0.012
H -1.57707 -3.71825 -2.68117 0.03 -0.05 0.03 -0.011
H 2.73310 -3.35446 -2.24033 0.09 -0.03 0.01 -0.020
H 1.54194 -3.77096 -3.48470 0.03 -0.01 0.04 -0.007
H 2.03928 -4.97467 -2.28331 -0.01 0.05 -0.04 0.020
H 2.20260 1.99992 -2.66373 0.07 0.05 -0.02 -0.003
H 3.37403 0.98396 -3.53104 0.02 0.04 0.02 -0.001
H 3.93620 2.17866 -2.34356 -0.03 0.02 -0.11 0.003
H 2.97834 1.67107 0.91226 -0.03 -0.10 -0.04 -0.004
H 4.51221 1.85155 0.09024 -0.01 -0.09 0.02 0.003
H 4.20718 0.40382 1.05794 -0.02 0.05 0.06 -0.001
H 3.98610 -1.71944 -2.48020 0.00 0.06 -0.03 -0.002
H 4.19751 -1.93940 -0.72775 -0.04 0.01 -0.11 -0.002
H 5.23262 -0.81377 -1.61958 0.04 -0.23 -0.06 0.002
O 0.39796 1.62265 -1.25789 -0.30 0.05 0.30 -0.087
C -0.18564 2.58234 -0.68143 0.10 -0.02 -0.25 0.004
C 0.63744 3.62223 0.02724 0.00 0.00 0.03 0.002
C 0.40527 3.62259 1.54904 -0.03 -0.03 -0.07 0.003
C -0.84165 4.39984 1.96857 0.03 0.03 -0.01 0.000
C -2.15464 3.82589 1.44285 0.07 -0.06 0.00 0.000
C -2.25297 3.80507 -0.07763 0.04 -0.07 -0.13 0.000
N -1.49819 2.71645 -0.70879 -0.05 -0.06 0.06 0.000
H 0.39906 4.61270 -0.37265 0.01 -0.02 -0.04 0.001
H 1.67540 3.40742 -0.21837 0.02 0.01 0.05 0.000
H 1.28109 4.06627 2.02509 -0.02 0.03 -0.01 0.000
H 0.34461 2.59041 1.90622 0.01 -0.06 0.04 -0.001
H -0.74379 5.43395 1.61779 0.00 -0.01 0.04 0.000
H -0.88124 4.44550 3.05870 -0.01 -0.01 -0.02 0.000
H -2.98930 4.41280 1.83183 0.04 0.03 -0.02 0.000
H -2.28507 2.80657 1.81192 -0.05 -0.08 0.05 0.000
H -1.91965 4.75853 -0.49564 -0.01 0.02 0.00 0.000
H -3.28465 3.66990 -0.39498 -0.02 -0.03 0.04 0.000
H -2.00608 1.97941 -1.19503 -0.02 -0.02 0.04 0.000
O -2.68602 0.26399 -1.71033 0.21 0.11 -0.16 0.008
C -2.45459 -0.65736 -0.94428 -0.43 -0.27 0.11 0.020
O -1.27394 -1.16049 -0.70717 0.25 0.36 -0.06 -0.041
C -3.55727 -1.33142 -0.16946 0.27 0.13 -0.14 0.001
C -4.87050 -1.14102 -0.57843 -0.19 0.01 0.02 0.001
C -5.90685 -1.74397 0.11929 0.15 0.12 -0.14 -0.001
C -5.58176 -2.50570 1.22181 -0.47 -0.27 0.30 0.002
C -4.29022 -2.70775 1.66137 0.17 0.09 -0.10 -0.001
C -3.26353 -2.11319 0.94266 -0.06 -0.17 0.09 -0.004
N -6.69818 -3.14833 1.98769 0.33 0.20 -0.20 0.000
O -6.39779 -3.76970 2.98241 -0.01 -0.05 0.05 0.000
O -7.82011 -2.99749 1.56064 -0.06 -0.01 0.00 0.000
H -5.07546 -0.52052 -1.44048 0.03 -0.01 0.01 0.000
H -6.93983 -1.62847 -0.17301 0.01 -0.01 0.01 0.000
H -4.10383 -3.30975 2.53824 -0.01 0.00 -0.01 0.000
H -2.23619 -2.24386 1.25482 -0.03 0.00 -0.02 0.002
```
Positions in Å, forces in eV/Å.

## Properties
HOMO level (alpha / beta): -10.300 / -10.601 eV
Kohn-Sham gap (alpha / beta): 0.281 / 0.216 hartree
Total charge: +1
Energy relative to the best compared isomer or geometry (same formula, charge and spin): 0.0 kJ/mol
Multiplicity: 2